{"formula": "C24H67N6O8V", "method": "ωB97M-V/def2-TZVPD", "species": ["O", "V", "O", "H", "C", "C", "C", "O", "C", "N", "H", "H", "H", "H", "H", "H", "H", "H", "H", "H", "H", "C", "C", "C", "O", "C", "N", "H", "H", "H", "H", "H", "H", "H", "H", "H", "H", "H", "C", "C", "C", "O", "C", "N", "H", "H", "H", "H", "H", "H", "H", "H", "H", "H", "H", "C", "C", "C", "O", "C", "N", "H", "H", "H", "H", "H", "H", "H", "H", "H", "H", "H", "C", "C", "C", "O", "C", "N", "H", "H", "H", "H", "H", "H", "H", "H", "H", "H", "H", "C", "C", "C", "O", "C", "N", "H", "H", "H", "H", "H", "H", "H", "H", "H", "H", "H"], "xyz": [[1.800, -0.483, 2.446], [0.422, -1.185, 2.641], [-0.310, -0.289, 0.892], [0.033, -0.565, 0.039], [-4.840, -2.021, -0.964], [-3.380, -1.600, -0.917], [-3.057, -0.531, -1.948], [-3.591, -0.917, -3.195], [-3.195, -0.059, -4.247], [-2.991, -1.148, 0.438], [-4.997, -2.484, -1.935], [-5.471, -1.154, -0.763], [-5.059, -2.779, -0.210], [-2.735, -2.477, -1.067], [-1.966, -0.414, -2.035], [-3.445, 0.455, -1.652], [-3.555, 0.954, -4.052], [-3.584, -0.473, -5.176], [-2.109, -0.067, -4.393], [-3.608, -0.353, 0.618], [-2.049, -0.742, 0.417], [-2.403, -4.611, 1.770], [-1.154, -3.812, 2.088], [-0.172, -3.728, 0.954], [0.893, -2.804, 1.233], [1.796, -2.620, 0.156], [-1.543, -2.467, 2.614], [-2.159, -5.643, 1.497], [-2.829, -4.237, 0.833], [-3.117, -4.623, 2.587], [-0.694, -4.330, 2.940], [-0.628, -3.395, 0.013], [0.311, -4.696, 0.786], [2.563, -1.909, 0.446], [1.376, -2.276, -0.794], [2.270, -3.578, -0.077], [-2.016, -1.942, 1.848], [-2.254, -2.621, 3.320], [2.770, -2.680, -5.980], [3.279, -2.807, -4.551], [2.272, -2.274, -3.529], [1.715, -1.039, -3.910], [0.714, -0.579, -3.050], [3.512, -4.263, -4.401], [2.679, -1.608, -6.198], [1.751, -3.057, -6.112], [3.403, -3.135, -6.734], [4.229, -2.276, -4.510], [2.817, -2.129, -2.584], [1.503, -3.040, -3.362], [1.023, -0.201, -2.061], [-0.031, -1.370, -2.894], [0.276, 0.282, -3.556], [2.628, -4.768, -4.398], [3.893, -4.491, -3.480], [0.132, 3.478, 0.224], [-1.359, 3.695, -0.024], [-1.640, 4.020, -1.471], [-1.157, 5.307, -1.802], [-1.758, 5.806, -2.972], [-2.170, 2.564, 0.447], [0.631, 4.437, 0.070], [0.510, 2.720, -0.463], [0.313, 3.115, 1.237], [-1.637, 4.626, 0.489], [-2.720, 3.983, -1.650], [-1.134, 3.289, -2.122], [-1.433, 6.833, -3.123], [-2.850, 5.779, -2.933], [-1.428, 5.257, -3.861], [-2.244, 2.483, 1.458], [-1.588, 1.757, 0.222], [6.627, 2.901, 1.162], [5.963, 1.774, 1.947], [4.576, 1.406, 1.424], [4.679, 0.894, 0.121], [3.474, 0.728, -0.566], [6.844, 0.584, 1.972], [6.234, 3.885, 1.425], [6.598, 2.863, 0.069], [7.705, 2.907, 1.331], [5.895, 2.098, 2.988], [4.006, 2.347, 1.419], [4.108, 0.704, 2.122], [2.638, 0.294, -0.013], [3.700, 0.077, -1.419], [3.152, 1.613, -1.127], [6.555, 0.000, 1.185], [6.584, -0.017, 2.753], [-1.461, -0.284, 5.647], [-1.744, 0.406, 4.312], [-2.635, 1.650, 4.504], [-2.904, 2.315, 3.292], [-4.000, 3.218, 3.354], [-0.454, 0.628, 3.591], [-0.941, -1.241, 5.568], [-2.336, -0.368, 6.285], [-0.737, 0.343, 6.181], [-2.348, -0.244, 3.673], [-2.171, 2.405, 5.149], [-3.527, 1.248, 4.994], [-4.066, 3.678, 4.341], [-4.919, 2.659, 3.147], [-3.905, 3.945, 2.550], [-0.779, 1.281, 2.865], [0.131, 1.211, 4.191]], "lowdin_spin": [-0.1822, 1.1679, -0.0084, 0.0016, 0.0000, 0.0000, 0.0000, 0.0000, 0.0000, -0.0004, 0.0000, 0.0000, 0.0000, 0.0000, 0.0000, 0.0000, 0.0000, 0.0000, 0.0000, 0.0000, -0.0001, 0.0001, 0.0006, 0.0006, 0.0127, 0.0004, 0.0005, 0.0000, 0.0000, 0.0000, 0.0003, 0.0003, 0.0002, -0.0002, 0.0005, 0.0000, 0.0001, 0.0001, 0.0000, 0.0000, 0.0000, 0.0000, 0.0000, 0.0000, 0.0000, 0.0000, 0.0000, 0.0000, 0.0000, 0.0000, 0.0000, 0.0000, 0.0000, 0.0000, 0.0000, 0.0000, 0.0000, 0.0000, 0.0000, 0.0000, 0.0002, 0.0000, 0.0000, 0.0000, 0.0000, 0.0000, 0.0000, 0.0000, 0.0000, 0.0000, 0.0000, 0.0000, 0.0000, 0.0000, -0.0002, -0.0001, -0.0003, 0.0000, 0.0000, 0.0000, 0.0000, 0.0000, 0.0000, -0.0002, -0.0002, 0.0000, 0.0000, 0.0000, 0.0000, 0.0018, 0.0010, -0.0004, 0.0002, 0.0000, -0.0004, 0.0011, 0.0000, 0.0000, 0.0001, 0.0000, 0.0000, 0.0000, 0.0000, 0.0000, 0.0018, 0.0010], "homo_lumo_gap_ev": [6.79, 7.09], "lumo_energy_ev": [-4.2, -3.9], "multiplicity": 2, "de_lowest_kj_mol": 281.8, "mol_weight_g_mol": 618.8, "total_energy_ha": -2828.7812, "charge": 1, "max_force_ev_per_a": 5.23}


{"formula": "C24H68BCl2O9", "method": "ωB97M-V/def2-TZVPD", "species": ["C", "C", "C", "Cl", "B", "C", "C", "C", "Cl", "H", "H", "H", "H", "H", "H", "H", "H", "H", "H", "H", "H", "H", "H", "C", "C", "O", "H", "H", "H", "H", "H", "H", "C", "C", "O", "H", "H", "H", "H", "H", "H", "C", "C", "O", "H", "H", "H", "H", "H", "H", "C", "C", "O", "H", "H", "H", "H", "H", "H", "C", "C", "O", "H", "H", "H", "H", "H", "H", "C", "C", "O", "H", "H", "H", "H", "H", "H", "C", "C", "O", "H", "H", "H", "H", "H", "H", "C", "C", "O", "H", "H", "H", "H", "H", "H", "C", "C", "O", "H", "H", "H", "H", "H", "H"], "xyz": [[6.339, 2.944, -1.034], [5.225, 3.632, -1.829], [4.022, 4.193, -1.044], [3.924, 3.540, 0.661], [2.626, 3.972, -1.901], [1.259, 4.393, -1.088], [-0.024, 3.866, -1.775], [-0.469, 2.497, -1.286], [0.116, 1.156, -2.356], [5.980, 2.181, -0.354], [6.959, 3.682, -0.537], [6.993, 2.442, -1.753], [4.881, 2.972, -2.622], [5.689, 4.487, -2.324], [4.148, 5.268, -0.945], [2.570, 2.849, -2.366], [2.737, 4.756, -2.851], [1.190, 5.482, -1.036], [1.241, 4.042, -0.052], [-0.849, 4.554, -1.565], [0.149, 3.843, -2.849], [-1.552, 2.412, -1.295], [-0.139, 2.289, -0.274], [3.315, 7.290, 2.576], [4.431, 8.137, 1.998], [5.686, 7.461, 2.058], [3.534, 7.025, 3.612], [2.357, 7.812, 2.540], [3.225, 6.363, 2.009], [4.552, 9.063, 2.561], [4.208, 8.398, 0.958], [5.596, 6.639, 1.560], [10.921, 5.930, 0.306], [9.436, 5.727, 0.551], [9.061, 4.359, 0.438], [11.196, 5.559, -0.682], [11.190, 6.985, 0.373], [11.512, 5.377, 1.041], [8.851, 6.265, -0.193], [9.157, 6.105, 1.540], [9.553, 3.859, 1.098], [-3.582, 0.646, 0.622], [-3.783, 1.476, 1.874], [-3.289, 2.806, 1.724], [-2.525, 0.605, 0.355], [-3.952, -0.370, 0.766], [-4.111, 1.091, -0.225], [-3.243, 1.044, 2.715], [-4.847, 1.515, 2.137], [-3.755, 3.212, 0.985], [-4.898, -4.692, 0.859], [-4.113, -3.542, 1.463], [-4.972, -2.455, 1.821], [-5.451, -4.358, -0.022], [-4.237, -5.509, 0.566], [-5.624, -5.078, 1.578], [-3.400, -3.148, 0.738], [-3.561, -3.880, 2.338], [-5.604, -2.777, 2.473], [0.576, -5.355, 2.716], [-0.769, -5.087, 2.068], [-1.819, -5.005, 3.033], [0.544, -6.281, 3.295], [1.360, -5.436, 1.962], [0.841, -4.552, 3.406], [-1.037, -5.898, 1.392], [-0.731, -4.159, 1.489], [-1.607, -4.284, 3.637], [-9.427, -4.159, 3.050], [-8.040, -3.546, 3.083], [-7.161, -4.272, 3.943], [-9.851, -4.191, 4.054], [-10.095, -3.586, 2.405], [-9.386, -5.186, 2.678], [-8.080, -2.529, 3.470], [-7.611, -3.512, 2.076], [-7.099, -5.175, 3.612], [-1.462, 1.531, -5.828], [-0.764, 0.613, -6.812], [0.592, 0.993, -7.020], [-1.422, 2.564, -6.177], [-2.508, 1.245, -5.693], [-0.965, 1.486, -4.858], [-1.244, 0.653, -7.791], [-0.807, -0.424, -6.458], [1.040, 0.970, -6.165], [2.358, -9.586, 2.271], [2.217, -8.444, 1.282], [0.856, -8.202, 0.939], [1.922, -10.498, 1.861], [3.406, -9.773, 2.508], [1.831, -9.358, 3.201], [2.730, -8.679, 0.351], [2.661, -7.529, 1.691], [0.386, -7.977, 1.750], [-5.472, -3.400, -3.198], [-4.714, -2.205, -2.646], [-5.581, -1.116, -2.349], [-6.017, -3.119, -4.100], [-4.792, -4.218, -3.440], [-6.202, -3.763, -2.470], [-3.998, -1.835, -3.378], [-4.160, -2.488, -1.744], [-6.210, -1.415, -1.682]], "lowdin_charge": [-0.1597, -0.3110, -0.6570, 0.5144, -0.5659, -0.2527, -0.3144, -0.5597, 0.5103, 0.0339, 0.0374, 0.0608, 0.0811, 0.0976, 0.0574, 0.0398, 0.0641, 0.0722, 0.0502, 0.0915, 0.0854, 0.0409, 0.0681, -0.0897, -0.3298, -0.0959, 0.0728, 0.0713, 0.0542, 0.1028, 0.1071, 0.0754, -0.0996, -0.3199, -0.0861, 0.0728, 0.0695, 0.0674, 0.1144, 0.1095, 0.0825, -0.0830, -0.3222, -0.0864, 0.0711, 0.0488, 0.0751, 0.1095, 0.1045, 0.0773, -0.0697, -0.2967, -0.0931, 0.0614, 0.0761, 0.0578, 0.1080, 0.0856, 0.0464, -0.0918, -0.3090, -0.1022, 0.0709, 0.0745, 0.0788, 0.1081, 0.1159, 0.0892, -0.0883, -0.3295, -0.0852, 0.0759, 0.0750, 0.0732, 0.1185, 0.0968, 0.0786, -0.0964, -0.3335, -0.0872, 0.0764, 0.0705, 0.0148, 0.1036, 0.1036, 0.0844, -0.0923, -0.3247, -0.0890, 0.0740, 0.0730, 0.0707, 0.1120, 0.0994, 0.0582, -0.0962, -0.3176, -0.0823, 0.0729, 0.0735, 0.0607, 0.1136, 0.0977, 0.0772], "homo_lumo_gap_ev": 6.72, "lumo_energy_ev": 1.7, "multiplicity": 1, "mol_weight_g_mol": 582.5, "total_energy_ha": -2577.5394, "charge": -1, "max_force_ev_per_a": 1.26}


Number 2 is which compound?
C24H68BCl2O9